Density functional theory data (ωB97M-V/def2-TZVPD) for an isolated molecule of C3H7N3O.

Computed properties:
Relative energy (zero: lowest compared OMol25 entry of this formula, charge and spin) = 87.14 kcal per mole
Frontier orbital gap = 7.2 eV
Max |F| = 0.012 Eh/bohr

Each line ends with the Mulliken charge.
Atoms and positions in Å:
O  0.44  -0.08  -1.53  -0.491
N  -0.95  0.05  0.28  -0.246
N  1.42  0.36  0.57  -0.255
N  -3.24  -0.10  0.23  -0.616
C  2.85  -0.14  0.27  -0.784
C  0.26  0.09  -0.36  0.493
C  -2.15  -0.18  -0.41  0.013
H  -1.05  0.26  1.26  0.270
H  1.18  0.01  1.51  0.344
H  2.69  -1.22  0.08  0.142
H  -1.99  -0.41  -1.46  0.350
H  1.51  1.37  0.67  0.321
H  3.05  0.30  -0.71  0.183
H  -4.03  -0.30  -0.39  0.277